[1]
22
Properties=species:S:1:pos:R:3:forces:R:3 method="wB97M-V/def2-TZVPD" largest_force_ev_per_a=3.17 total_energy_ha=-531.90274 e_lumo_ev=-5.93 charge=0 e_homo_ev=-10.083
O -0.033 1.015 2.343 -0.208 -0.121 0.188
O -2.046 -0.783 1.139 1.688 -0.510 -0.619
O 1.920 -1.053 1.221 -1.767 1.123 0.731
O 0.617 2.072 0.336 0.284 -0.032 -1.323
O -0.167 -2.199 0.288 -0.715 -0.387 -0.571
N 1.090 -0.476 -1.680 -2.518 -0.069 1.917
N -1.042 0.815 -1.479 1.185 -0.754 0.236
C -0.042 0.189 -2.329 -0.825 0.330 -1.849
H 1.501 0.215 -1.025 -0.005 -0.790 0.039
H -1.749 0.216 -1.051 0.267 -0.026 0.228
H 0.303 1.596 1.458 -0.568 -0.165 0.776
H 0.603 -1.285 -1.154 1.605 0.612 -0.073
H -1.376 -0.373 1.756 -0.623 -0.145 -0.623
H 1.523 -0.326 1.807 0.827 -1.231 -1.066
H 1.064 -1.504 0.861 1.309 0.315 0.764
H -0.249 -3.161 0.442 0.171 0.555 -0.190
H -0.684 1.551 -0.880 0.171 0.948 0.752
H -1.414 -1.443 0.575 -0.616 0.992 1.200
H -0.644 -0.527 -2.854 0.201 -0.770 -0.520
H 0.338 0.870 -3.084 -0.081 0.479 0.256
H -0.407 1.594 3.029 0.317 -0.226 -0.402
H 0.893 2.997 0.282 -0.098 -0.128 0.150

---

[2]
20
Properties=species:S:1:pos:R:3:forces:R:3 method="wB97M-V/def2-TZVPD" largest_force_ev_per_a=5.19 multiplicity=2 total_energy_ha=-402.05223 e_lumo_ev="0.62 / 0.31" charge=0 e_homo_ev="-2.612 / -11.436"
O -0.206 0.669 3.053 1.315 -1.123 0.573
O -1.992 1.130 0.217 0.151 0.900 1.149
O 0.610 -2.209 0.042 -1.288 -0.800 0.445
O -1.566 -1.652 -1.434 -0.831 -0.209 -0.219
N 0.734 0.233 -0.910 2.581 -2.068 0.041
C 1.954 1.174 -0.696 -1.939 3.349 -3.457
H 0.989 -0.755 -0.456 -0.864 1.472 -0.861
H 2.302 1.437 0.329 -0.327 -1.275 -0.840
H 0.552 -0.013 -1.951 0.491 0.692 1.281
H 0.995 -2.921 -0.482 0.146 -0.116 -0.099
H 2.696 0.931 -1.563 -0.964 0.039 2.198
H -0.293 1.407 3.659 -0.039 0.227 0.159
H -2.064 2.105 0.048 0.069 -1.059 0.023
H 0.531 0.116 3.456 -1.364 0.920 -0.835
H -0.385 -2.339 -0.089 1.580 0.322 -0.056
H -2.264 -1.987 -2.034 0.555 0.162 0.290
H 1.514 2.264 -1.093 1.069 -2.554 0.991
H -2.069 -1.135 -0.782 -0.027 0.270 -0.057
H -1.859 1.084 1.205 -0.036 -0.077 -1.173
H -0.178 0.461 -0.520 -0.277 0.928 0.447

---

[3]
29
Properties=species:S:1:pos:R:3:forces:R:3 method="wB97M-V/def2-TZVPD" largest_force_ev_per_a=5.79 total_energy_ha=-1447.70398 e_lumo_ev=-9.81 charge=+2 e_homo_ev=-15.176
Na -1.281 -1.937 3.354 0.997 -0.402 -0.254
Na -2.400 -1.978 -0.185 1.051 -0.459 -1.245
Na -0.966 1.617 3.477 1.160 0.694 -0.580
Na -3.605 0.150 2.056 -0.075 0.500 -0.512
O 0.479 1.019 1.096 -0.719 -0.845 0.825
O -0.571 -0.391 -0.272 -0.348 -0.855 0.870
O -1.268 -0.152 1.769 -3.626 -1.378 4.293
O -2.698 -1.766 -2.544 -0.182 0.373 1.325
O -0.065 -3.221 0.183 -0.396 0.459 0.638
O 1.317 -1.402 -2.066 0.113 -0.053 0.156
O 2.343 1.770 -1.169 -0.208 -0.065 0.016
O -1.127 0.697 -2.712 -0.279 -0.097 0.414
O 0.248 3.718 1.673 -0.198 -0.332 0.578
O 2.612 -0.179 2.420 -0.272 -0.194 -0.211
C -0.392 0.132 0.873 1.791 2.367 -3.514
H -2.098 -0.993 -2.536 -0.150 -0.054 -0.790
H 0.414 2.764 1.660 0.329 0.076 -0.638
H 0.082 -2.269 0.294 0.342 -0.091 -0.505
H -0.848 0.373 -1.838 0.276 0.402 -0.197
H 2.001 0.143 1.738 0.277 0.133 0.128
H 1.901 -0.736 -2.453 -0.089 -0.119 0.013
H -0.980 1.650 -2.678 -0.031 -0.105 -0.240
H 0.749 -3.522 -0.251 -0.240 -0.061 -0.124
H 1.123 4.111 1.552 -0.175 0.111 0.057
H 0.701 -0.893 -1.524 0.273 0.041 -0.139
H 3.011 1.421 -0.569 -0.029 0.083 -0.065
H 3.373 -0.525 1.937 -0.033 0.018 0.197
H -3.581 -1.378 -2.631 0.174 -0.064 -0.533
H 1.524 1.777 -0.655 0.267 -0.083 0.036

---

[4]
21
Properties=species:S:1:pos:R:3:forces:R:3 method="wB97M-V/def2-TZVPD" largest_force_ev_per_a=1.40 total_energy_ha=-820.83508 e_lumo_ev=-0.11 charge=0 smiles=CS.O.O.O.O.O e_homo_ev=-9.326
S -2.157 1.128 -1.320 0.053 -0.123 0.070
O -1.328 -2.484 -1.328 0.646 -0.223 0.164
O 2.319 -3.465 1.524 0.969 -0.567 -0.182
O -1.333 -3.312 2.139 -0.435 0.629 0.975
O 1.459 1.144 -2.622 0.077 -0.061 0.454
O 1.912 3.080 2.459 -0.196 0.533 0.244
C -1.144 2.628 -1.189 0.186 0.498 0.790
H 1.341 3.645 2.998 0.269 0.071 -0.139
H -2.306 0.941 0.025 0.054 0.182 -0.698
H -1.713 -2.496 2.507 -0.098 -0.563 0.285
H 1.379 1.799 -3.312 0.011 0.107 -0.323
H -0.643 -3.112 -1.616 -0.400 0.279 0.090
H -0.842 -1.674 -1.116 -0.197 0.037 -0.227
H 1.538 -3.220 1.040 -0.468 0.337 0.266
H 1.460 2.242 2.501 -0.078 -0.600 -0.105
H -0.404 2.852 -1.948 -0.139 -0.857 -0.517
H 1.368 0.290 -3.048 -0.035 -0.077 -0.177
H 2.361 -3.035 2.379 -0.474 0.194 -0.067
H -0.968 -2.948 1.349 0.422 -0.068 -1.333
H -0.560 2.457 -0.287 0.008 0.525 0.062
H -1.740 3.540 -1.134 -0.174 -0.253 0.368

---

[5]
37
Properties=species:S:1:pos:R:3:forces:R:3 method="wB97M-V/def2-TZVPD" largest_force_ev_per_a=2.36 total_energy_ha=-2383.41049 e_lumo_ev=-11.41 charge=+4 e_homo_ev=-17.578
S 11.285 -7.834 8.554 -0.195 2.265 0.625
Na 13.069 -9.613 13.711 0.486 0.048 -0.055
Na 9.605 -3.748 6.479 0.156 -0.091 -0.013
Na 13.196 -12.961 4.719 0.305 -0.194 -0.220
Na 7.215 -7.217 9.702 0.044 0.473 -0.356
Na 7.814 -11.801 8.547 -0.246 0.009 -0.131
F 13.843 -7.273 7.739 -0.699 -0.983 -0.212
F 12.908 -9.210 6.973 0.768 1.251 0.532
F 12.379 -7.276 6.115 0.371 -0.435 1.351
O 12.342 -4.831 11.981 -0.096 -0.151 0.259
O 10.773 -6.470 8.405 0.432 0.042 -0.056
O 17.518 -5.422 8.125 0.046 -0.250 -0.062
O 6.553 -5.489 7.258 0.509 -0.273 0.728
O 14.806 -10.008 11.033 -0.565 -0.069 0.457
O 17.738 -8.887 5.641 -0.031 -0.230 -0.073
O 6.011 -9.646 6.994 0.685 -0.188 0.615
O 8.714 -6.528 4.725 -0.156 0.361 0.564
O 11.940 -8.079 9.832 -0.191 -0.560 -0.749
O 14.428 -6.826 2.748 -0.119 0.114 0.318
O 10.210 -8.747 8.177 0.535 -1.148 -0.229
C 12.748 -7.865 7.294 -1.805 -0.601 -1.134
H 5.107 -9.755 6.700 -0.519 -0.099 -0.052
H 16.892 -8.936 5.195 -0.105 0.116 -0.241
H 7.063 -5.776 6.501 0.166 -0.261 -0.516
H 16.707 -5.418 7.617 -0.122 0.116 -0.244
H 5.641 -5.611 6.993 -0.473 0.207 -0.122
H 17.516 -8.800 6.568 0.155 0.166 0.313
H 14.281 -7.664 3.186 0.060 -0.167 0.055
H 14.086 -6.955 1.863 0.027 0.072 -0.382
H 17.230 -5.390 9.038 0.066 0.118 0.310
H 6.515 -9.546 6.186 0.052 0.123 -0.349
H 14.154 -9.647 10.432 -0.209 0.259 -0.275
H 11.895 -5.578 11.583 -0.067 -0.186 -0.214
H 8.786 -7.481 4.777 0.179 -0.197 0.049
H 15.610 -10.053 10.515 0.442 -0.036 0.061
H 8.713 -6.338 3.787 -0.061 0.142 -0.432
H 12.609 -4.288 11.240 0.176 0.238 -0.121

---

[6]
23
Properties=species:S:1:pos:R:3:forces:R:3 method="wB97M-V/def2-TZVPD" largest_force_ev_per_a=3.02 total_energy_ha=-478.41671 e_lumo_ev=-2.97 charge=+1 e_homo_ev=-14.810
O -0.609 1.233 1.602 0.052 -0.272 -0.651
O -2.681 0.710 -1.262 -0.522 -0.665 -0.238
O 1.441 2.541 -0.039 -0.586 -0.402 1.124
O 2.645 0.098 0.095 0.145 -0.392 -0.133
O -0.548 -0.667 -2.089 0.115 1.261 0.412
N 0.611 -1.784 0.238 -0.455 -0.626 -0.100
C -0.753 -2.148 0.653 -1.689 0.857 2.347
H 0.595 -1.584 -0.768 -0.091 0.138 -0.412
H -3.491 0.346 -0.871 0.287 0.372 -0.086
H -1.418 -0.397 -1.712 0.022 -0.487 -0.171
H -0.835 -2.703 1.590 1.064 -0.763 -0.264
H -2.393 1.441 -0.725 -0.044 0.369 0.542
H 0.020 1.920 1.305 -0.380 -0.626 0.834
H 0.979 3.376 0.050 0.333 0.344 -0.439
H 3.613 0.068 -0.050 -0.950 0.536 0.360
H 1.264 -2.534 0.453 0.280 0.259 -0.096
H -1.219 -1.252 1.099 -0.068 0.108 -1.280
H 0.910 -0.902 0.657 0.307 -0.163 0.184
H -0.238 0.254 -2.241 0.293 -0.963 -0.275
H 2.301 0.972 0.359 0.858 -0.242 -0.034
H 1.925 2.481 -0.850 0.195 0.493 -0.896
H -1.395 -2.658 -0.055 0.450 0.281 -0.511
H -0.726 1.188 2.559 0.384 0.585 -0.218

---

[7]
33
Properties=species:S:1:pos:R:3:forces:R:3 method="wB97M-V/def2-TZVPD" largest_force_ev_per_a=8.86 total_energy_ha=-1685.91399 e_lumo_ev=-13.29 charge=+3 e_homo_ev=-16.977
Na -0.778 -3.283 3.065 0.281 0.096 0.627
Na -1.825 -0.208 3.085 0.078 1.630 -0.549
Na -2.870 -2.784 0.569 -0.623 1.109 -1.451
Na 0.891 -3.676 0.416 -0.295 0.397 -0.536
Na 3.352 -2.016 -0.485 0.518 1.172 -0.370
O 2.768 1.342 0.815 0.012 0.032 0.533
O 0.431 1.842 -1.787 -0.253 0.480 0.125
O 1.255 0.824 3.581 -0.705 -0.205 0.401
O -1.058 -2.428 -1.568 -0.133 -0.937 0.907
O -2.375 1.715 -1.725 -0.919 -0.385 0.428
O -0.536 -1.530 1.190 -3.362 -7.180 3.966
O 1.144 -0.783 0.062 5.737 -4.333 -2.804
O 1.606 -0.409 -2.547 0.865 -0.734 -0.309
O -3.008 -0.215 0.017 -0.259 -2.333 1.527
O -0.311 0.526 0.724 -2.261 2.474 1.171
O -0.136 3.484 0.707 -0.254 0.008 0.305
C 0.108 -0.617 0.663 -0.410 4.801 0.047
H -2.110 -0.011 0.279 0.490 0.808 -0.250
H 0.900 -0.063 3.631 0.307 -0.364 0.184
H 1.422 -0.375 -1.608 -0.120 0.085 0.754
H 1.558 -1.339 -2.767 -0.203 -0.115 -0.739
H -0.596 -1.868 -0.943 0.073 0.701 -0.143
H 0.176 3.448 -0.197 0.264 0.268 -0.327
H -2.475 1.117 -2.466 -0.026 0.094 -0.540
H -0.168 2.569 0.987 0.055 -0.043 0.056
H -1.437 1.902 -1.692 0.416 0.465 -0.424
H 3.454 0.732 0.543 0.409 0.212 -0.019
H -3.266 0.516 -0.545 -0.018 0.952 -0.659
H 1.950 0.877 0.637 -0.231 0.193 -0.503
H -0.364 -2.810 -2.105 -0.098 -0.057 -0.829
H 0.044 1.513 -0.975 0.245 -0.156 0.649
H 0.783 1.062 -2.217 -0.055 0.341 -0.710
H 1.470 0.944 2.656 0.473 0.523 -0.519

---

[8]
24
Properties=species:S:1:pos:R:3:forces:R:3 method="wB97M-V/def2-TZVPD" largest_force_ev_per_a=0.96 total_energy_ha=-574.33324 e_lumo_ev=0.18 charge=0 smiles=CO.O.O.O.O.O.O e_homo_ev=-10.641
O -11.330 -18.163 12.946 0.150 0.203 -0.167
O -17.286 -17.311 6.472 -0.055 -0.192 -0.119
O -9.523 -11.845 9.305 -0.059 0.262 -0.136
O -13.944 -14.843 10.964 -0.180 0.130 0.239
O -14.272 -15.183 7.153 -0.219 -0.190 0.251
O -16.452 -12.437 12.441 -0.079 0.266 0.086
O -8.628 -14.996 11.516 -0.570 0.025 0.266
C -7.382 -14.847 12.159 0.706 0.339 -0.552
H -7.338 -15.029 13.233 -0.441 -0.117 0.035
H -8.957 -12.501 8.897 0.157 -0.172 -0.071
H -16.555 -16.728 6.678 0.362 0.144 0.071
H -13.355 -15.228 6.883 0.259 -0.080 -0.085
H -13.073 -15.199 11.137 0.227 -0.088 0.118
H -18.060 -16.846 6.793 -0.220 0.068 0.068
H -9.908 -12.295 10.057 -0.075 -0.145 0.242
H -9.141 -15.684 11.946 0.013 -0.109 -0.010
H -14.603 -14.382 6.746 -0.105 0.263 -0.086
H -6.648 -15.483 11.664 0.190 -0.147 0.127
H -17.199 -12.997 12.231 -0.178 -0.116 -0.042
H -7.071 -13.817 11.987 0.037 0.025 0.095
H -14.081 -14.989 10.028 -0.110 -0.014 -0.383
H -12.171 -18.618 12.891 -0.241 -0.094 -0.068
H -10.967 -18.432 13.790 0.114 -0.058 0.220
H -15.691 -13.013 12.365 0.316 -0.204 -0.099